Record 1
{
  "formula": "H20O10",
  "method": "ωB97M-V with the def2-TZVPD basis set",
  "max_force_ev_per_a": 3.6,
  "homo_energy_ev": -10.5,
  "e_above_lowest_ev": 2.922,
  "smiles": "O.O.O.O.O.O.O.O.O.O",
  "homo_lumo_gap_ha": 0.3881,
  "e_tot_ha": -764.3745,
  "species": ["O", "O", "O", "O", "O", "O", "O", "O", "O", "O", "H", "H", "H", "H", "H", "H", "H", "H", "H", "H", "H", "H", "H", "H", "H", "H", "H", "H", "H", "H"],
  "positions_angstrom": [[2.397833, -0.746284, 1.601206], [1.789393, -2.587344, -1.004169], [0.209277, -0.139438, -0.637745], [0.075910, 0.946012, 2.381183], [-0.217127, -1.856196, 1.827779], [-3.111161, 0.422877, -2.024369], [-2.300871, -0.155527, 0.567239], [-0.702480, 0.728316, -3.103646], [2.142201, 1.599281, 0.284147], [-0.488211, 2.669724, 0.221930], [-1.119176, 0.184935, -3.759340], [-0.628038, -0.119244, -0.135815], [-0.743729, 1.239227, 2.734522], [-0.240619, 0.139180, -2.467847], [1.736349, -1.610779, -0.990422], [-3.026809, -0.523322, -1.856626], [-0.129997, 2.077952, 0.826290], [-2.744111, -0.993017, 0.660157], [1.601790, -1.150743, 1.280115], [-2.809996, 0.316977, -0.071578], [0.109158, -0.001814, 2.256367], [2.668587, 1.768041, 1.028431], [2.845416, 1.390071, -0.402195], [-1.168327, -1.780054, 2.049785], [0.093935, 2.603593, -0.533166], [2.562951, 0.042676, 1.083578], [0.107577, -2.647410, 2.273162], [-2.295257, 0.631674, -2.451942], [2.615963, -2.961854, -1.379049], [0.769569, 0.512488, -0.257981]],
  "forces_ev_per_a": [[1.2, -0.3, 0.8], [0.2, -0.4, -0.2], [-0.6, -1.3, -0.9], [1.5, 0.8, -0.4], [-0.9, -0.1, 0.3], [-1.8, -0.8, 0.9], [0.8, -0.5, 1.3], [0.5, 0.2, 0.4], [1.1, -0.5, -3.4], [-1.4, 1.9, -1.8], [0.1, -0.6, -0.8], [0.1, 0.0, 0.0], [-1.2, -0.1, 0.4], [-0.2, 0.3, 0.0], [0.4, -0.8, -0.2], [-0.2, 0.0, -0.2], [1.0, -1.7, 2.1], [-0.3, -0.5, 0.0], [-0.6, -0.2, -0.5], [-0.6, 1.1, -1.1], [-0.3, -0.5, 0.2], [0.8, 0.9, 2.1], [-1.3, 0.5, 0.8], [0.9, -0.2, -0.1], [0.0, 0.2, -0.3], [-0.5, -0.4, -0.1], [-0.1, 0.0, 0.0], [1.4, 0.8, -0.4], [-0.8, 1.1, 0.4], [0.6, 1.0, 0.7]],
  "nbo_charge": [-0.9674, -0.9749, -1.0226, -0.9806, -0.9589, -0.9624, -0.9631, -0.9601, -0.9353, -0.9500, 0.4670, 0.5145, 0.4790, 0.5117, 0.4948, 0.4517, 0.4754, 0.4637, 0.4839, 0.5119, 0.5024, 0.4905, 0.4840, 0.4843, 0.4626, 0.4556, 0.4932, 0.4883, 0.4751, 0.4859]
}

Record 2
{
  "formula": "H6O3",
  "method": "ωB97M-V with the def2-TZVPD basis set",
  "max_force_ev_per_a": 0.2,
  "homo_energy_ev": -11.2,
  "e_above_lowest_ev": 0.510,
  "smiles": "O.O.O",
  "homo_lumo_gap_ha": 0.4291,
  "e_tot_ha": -229.3063,
  "species": ["O", "O", "O", "H", "H", "H", "H", "H", "H"],
  "positions_angstrom": [[5.447922, 10.870313, 6.956655], [5.455040, 16.021116, 6.693922], [4.084634, 13.728111, 8.090252], [5.577620, 11.334975, 7.788957], [6.334189, 10.790747, 6.591530], [4.697633, 16.488842, 6.332676], [3.353317, 14.354901, 8.105814], [3.666395, 12.868114, 8.197851], [5.099590, 15.216985, 7.094756]],
  "forces_ev_per_a": [[0.0, 0.0, 0.1], [0.0, 0.0, 0.1], [-0.1, 0.1, 0.1], [0.1, 0.0, 0.0], [0.0, 0.0, -0.1], [0.0, 0.0, 0.0], [0.0, -0.1, 0.1], [0.0, 0.0, -0.2], [0.1, 0.0, -0.1]],
  "nbo_charge": [-0.9388, -0.9499, -0.9533, 0.4664, 0.4726, 0.4609, 0.4746, 0.4832, 0.4843]
}

Record 3
{
  "formula": "C3H8N2OS2",
  "method": "ωB97M-V with the def2-TZVPD basis set",
  "max_force_ev_per_a": 1.8,
  "homo_energy_ev": -9.6,
  "e_above_lowest_ev": 1.341,
  "smiles": "[H]/N=C(/NS)[C@@H](O)CS",
  "homo_lumo_gap_ha": 0.3698,
  "e_tot_ha": -1100.2061,
  "species": ["S", "S", "O", "N", "N", "C", "C", "C", "H", "H", "H", "H", "H", "H", "H", "H"],
  "positions_angstrom": [[2.822424, -0.813490, 0.103978], [-2.060938, -0.988930, -0.855262], [-1.195403, 1.322204, 0.974849], [0.530588, 1.982810, -1.026171], [1.750221, 0.092146, -0.925956], [-0.193659, 0.394064, 0.672273], [-0.814173, -0.968496, 0.501498], [0.725408, 0.887052, -0.455451], [-3.153017, -1.347166, -0.123825], [2.445664, -2.095956, -0.236774], [-0.064309, -1.755216, 0.323281], [-0.322795, 2.417028, -0.625680], [0.465726, 0.326462, 1.556897], [2.255737, 0.604916, -1.680782], [-1.315011, -1.170482, 1.482494], [-1.876463, 1.113056, 0.314636]],
  "forces_ev_per_a": [[-0.9, -0.1, -0.5], [-0.2, -0.1, 0.4], [0.0, 0.1, -0.3], [-0.8, 1.3, -0.3], [1.6, -0.5, -0.5], [1.4, 0.0, 0.7], [-0.4, -0.9, 0.6], [-1.0, -0.3, 0.6], [0.6, 0.2, -0.2], [0.1, 0.8, 0.1], [-0.3, 0.4, 0.0], [0.7, -0.2, -0.4], [-0.3, 0.0, -0.1], [-0.5, -0.7, 0.9], [0.3, -0.1, -1.0], [-0.3, 0.3, 0.1]],
  "nbo_charge": [0.1618, -0.0633, -0.7019, -0.6720, -0.7633, 0.0008, -0.5315, 0.3894, 0.1423, 0.1087, 0.2299, 0.3598, 0.2116, 0.4128, 0.2420, 0.4729]
}

Record 4
{
  "formula": "C40H34CdF2N4O3P",
  "method": "ωB97M-V with the def2-TZVPD basis set",
  "max_force_ev_per_a": 0.5,
  "homo_energy_ev": -4.4,
  "e_above_lowest_ev": 0.915,
  "charge": -1,
  "homo_lumo_gap_ha": 0.2512,
  "e_tot_ha": -2698.3003,
  "species": ["Cd", "P", "F", "F", "O", "O", "O", "N", "N", "N", "N", "C", "C", "C", "C", "C", "C", "C", "C", "C", "C", "C", "C", "C", "C", "C", "C", "C", "C", "C", "C", "C", "C", "C", "C", "C", "C", "C", "C", "C", "C", "C", "C", "C", "C", "C", "C", "C", "C", "C", "C", "H", "H", "H", "H", "H", "H", "H", "H", "H", "H", "H", "H", "H", "H", "H", "H", "H", "H", "H", "H", "H", "H", "H", "H", "H", "H", "H", "H", "H", "H", "H", "H", "H", "H"],
  "positions_angstrom": [[-0.808379, -0.995021, 0.877716], [0.997732, 1.154886, 2.367730], [-3.543865, -1.794426, 2.080887], [-1.852342, -2.854915, 3.053744], [0.759852, -2.176726, -2.453255], [-1.685695, 2.991432, -1.919169], [-1.596350, 0.705019, -0.782775], [-2.831564, -1.015125, -1.728276], [-2.056195, -1.815066, -0.950016], [-0.279795, -3.372153, 0.394256], [1.050272, -0.015961, 1.383387], [1.969592, 1.743737, 4.989798], [-1.151684, -3.943425, -0.440829], [-1.196082, 2.689718, 1.617654], [4.393275, -2.332374, -5.838707], [-5.174857, 1.773611, -3.771755], [2.114445, 2.554184, 1.952740], [-0.516239, -1.492697, -4.339730], [1.555251, 0.772880, 4.081698], [-2.502599, 0.259370, -1.545616], [2.006618, -2.066207, -4.442414], [3.211616, -2.171118, -3.753352], [-3.273699, 1.241251, -2.368844], [-2.085356, -3.068228, -1.162764], [-4.458770, 0.874657, -3.002326], [0.617991, -4.126945, 1.004711], [2.337586, 0.056159, 6.659366], [-2.482075, 3.189385, 1.726222], [-2.810645, 2.560241, -2.513307], [-3.524186, 3.463330, -3.303039], [-0.202697, -6.100666, -0.039156], [2.741491, 4.880773, 1.785182], [1.827901, 3.899285, 2.152221], [4.401091, -2.298137, -4.449605], [1.928058, -0.916722, 5.759548], [-2.635800, 2.292132, 3.948688], [-1.147285, -5.315883, -0.675645], [0.740194, -1.935123, -3.637722], [-2.230774, -1.589754, 2.543485], [4.249697, 3.181194, 1.014609], [2.360304, 1.390357, 6.272625], [0.706449, -5.499401, 0.815581], [-1.344230, 1.795036, 3.835656], [-3.206568, 2.987772, 2.893726], [2.004503, -2.089594, -5.831730], [-4.693759, 3.070597, -3.923199], [3.195532, -2.230966, -6.529811], [3.334482, 2.207486, 1.373094], [3.953685, 4.524267, 1.218431], [1.543602, -0.559047, 4.475109], [-0.608324, 1.986595, 2.669004], [-5.240079, 3.784313, -4.527302], [3.188356, -2.256698, -7.611597], [1.293150, -3.604105, 1.672738], [5.336572, -2.368894, -3.909994], [-4.798706, -0.143278, -2.872548], [5.193090, 2.896168, 0.565282], [-2.736770, -3.496959, -1.925490], [1.906711, -1.957469, 6.059011], [-0.646557, 2.830968, 0.694893], [2.683537, 2.153489, 6.970184], [-2.924022, 3.715899, 0.889809], [-0.335044, -0.585394, -4.917364], [2.498210, 5.925188, 1.938196], [1.229262, -1.302125, 3.750227], [-0.175653, -7.169845, -0.209830], [-4.219858, 3.361691, 2.974927], [3.187855, -2.146317, -2.672360], [-6.097600, 1.471715, -4.247995], [5.324374, -2.433999, -6.382184], [1.987971, 2.785104, 4.690811], [2.641078, -0.222459, 7.661116], [3.538532, 1.160048, 1.184461], [-1.380843, 2.219723, -1.361107], [-3.139799, 4.469285, -3.404641], [-0.839774, -2.266095, -5.040892], [-1.874827, -5.746850, -1.350889], [1.465200, -6.071757, 1.330366], [-1.304996, -1.324465, -3.609858], [-3.200757, 2.120035, 4.856106], [1.072698, -2.000336, -6.373799], [-0.913552, 1.238972, 4.659538], [-2.366968, -0.983780, 3.450885], [4.663117, 5.288616, 0.926816], [0.884687, 4.189936, 2.598655]],
  "forces_ev_per_a": [[0.2, 0.3, 0.4], [0.0, 0.0, 0.0], [0.0, 0.0, 0.0], [0.0, 0.0, 0.0], [0.0, -0.1, -0.1], [0.1, -0.1, 0.1], [0.0, 0.0, 0.0], [0.0, -0.2, 0.1], [0.0, 0.0, -0.3], [0.0, 0.0, -0.1], [-0.2, -0.1, -0.1], [0.0, 0.0, 0.0], [-0.1, 0.0, -0.1], [0.1, 0.0, -0.1], [0.0, 0.0, 0.0], [0.0, 0.0, 0.0], [0.0, -0.1, -0.1], [0.0, -0.1, 0.0], [0.0, 0.1, 0.0], [-0.1, 0.2, 0.0], [-0.1, 0.0, 0.1], [0.0, 0.0, 0.0], [0.0, 0.0, 0.0], [0.0, 0.0, 0.0], [0.0, 0.0, 0.0], [0.0, 0.0, 0.1], [0.0, 0.0, 0.0], [0.0, 0.0, 0.0], [0.0, 0.0, 0.0], [0.0, 0.0, 0.0], [0.0, 0.0, 0.0], [0.0, 0.0, 0.0], [0.0, 0.0, 0.1], [0.0, 0.0, 0.0], [0.0, -0.1, 0.0], [0.0, 0.0, 0.0], [0.0, 0.0, 0.0], [0.1, 0.0, 0.1], [-0.1, 0.0, -0.1], [0.0, 0.1, 0.0], [0.0, 0.0, 0.0], [0.0, 0.0, 0.0], [0.0, 0.0, 0.0], [0.0, 0.0, 0.0], [0.0, 0.0, 0.0], [0.0, 0.0, 0.0], [0.0, 0.0, 0.0], [0.0, -0.1, 0.0], [0.0, 0.0, 0.0], [0.0, 0.0, -0.1], [0.0, 0.0, 0.0], [0.0, 0.0, 0.0], [0.0, 0.0, 0.0], [0.0, 0.0, 0.0], [0.0, 0.0, 0.0], [0.0, 0.0, 0.0], [0.0, 0.0, 0.0], [0.0, 0.0, 0.0], [0.0, 0.0, 0.0], [0.0, 0.0, 0.0], [0.0, 0.0, 0.0], [0.0, 0.0, 0.0], [0.0, 0.0, 0.0], [0.0, 0.0, 0.0], [0.0, 0.0, 0.0], [0.0, 0.0, 0.0], [0.0, 0.0, 0.0], [0.0, 0.0, 0.0], [0.0, 0.0, 0.0], [0.0, 0.0, 0.0], [0.0, 0.0, 0.0], [0.0, 0.0, 0.0], [0.0, 0.0, 0.0], [0.0, 0.1, 0.0], [0.0, 0.0, 0.0], [0.0, 0.0, 0.0], [0.0, 0.0, 0.0], [0.0, 0.0, 0.0], [0.0, 0.0, 0.0], [0.0, 0.0, 0.0], [0.0, 0.0, 0.0], [0.0, 0.0, 0.0], [0.1, 0.0, -0.1], [0.0, 0.0, 0.0], [0.0, 0.0, 0.0]],
  "lowdin_charge": [1.2655, 0.6049, -0.1470, -0.1604, 0.0873, 0.0406, -0.1233, 0.0368, -0.0737, 0.0505, -0.4252, -0.0860, -0.2757, -0.1117, -0.0965, -0.1116, -0.2840, -0.0033, -0.2934, -0.4553, -0.1525, -0.0142, -0.0792, -0.1192, -0.0415, -0.1297, -0.1080, -0.0751, -0.2770, -0.0282, -0.0776, -0.0965, -0.0983, -0.0785, -0.0924, -0.0936, -0.0298, -0.3820, -0.4008, -0.0955, -0.0976, -0.0686, -0.0961, -0.0917, -0.0393, -0.1073, -0.0894, -0.0878, -0.1074, -0.0893, -0.3032, 0.0933, 0.0977, 0.1080, 0.1007, 0.1008, 0.0949, 0.1179, 0.0966, 0.1008, 0.0943, 0.1033, 0.0917, 0.0956, 0.0834, 0.1004, 0.0958, 0.1201, 0.0883, 0.0972, 0.0992, 0.0923, 0.0940, 0.0592, 0.1091, 0.0874, 0.1056, 0.0955, 0.0567, 0.0971, 0.1042, 0.0995, 0.0359, 0.0925, 0.0998]
}

What did the third record say?
{
  "formula": "C3H8N2OS2",
  "method": "ωB97M-V with the def2-TZVPD basis set",
  "max_force_ev_per_a": 1.8,
  "homo_energy_ev": -9.6,
  "e_above_lowest_ev": 1.341,
  "smiles": "[H]/N=C(/NS)[C@@H](O)CS",
  "homo_lumo_gap_ha": 0.3698,
  "e_tot_ha": -1100.2061,
  "species": ["S", "S", "O", "N", "N", "C", "C", "C", "H", "H", "H", "H", "H", "H", "H", "H"],
  "positions_angstrom": [[2.822424, -0.813490, 0.103978], [-2.060938, -0.988930, -0.855262], [-1.195403, 1.322204, 0.974849], [0.530588, 1.982810, -1.026171], [1.750221, 0.092146, -0.925956], [-0.193659, 0.394064, 0.672273], [-0.814173, -0.968496, 0.501498], [0.725408, 0.887052, -0.455451], [-3.153017, -1.347166, -0.123825], [2.445664, -2.095956, -0.236774], [-0.064309, -1.755216, 0.323281], [-0.322795, 2.417028, -0.625680], [0.465726, 0.326462, 1.556897], [2.255737, 0.604916, -1.680782], [-1.315011, -1.170482, 1.482494], [-1.876463, 1.113056, 0.314636]],
  "forces_ev_per_a": [[-0.9, -0.1, -0.5], [-0.2, -0.1, 0.4], [0.0, 0.1, -0.3], [-0.8, 1.3, -0.3], [1.6, -0.5, -0.5], [1.4, 0.0, 0.7], [-0.4, -0.9, 0.6], [-1.0, -0.3, 0.6], [0.6, 0.2, -0.2], [0.1, 0.8, 0.1], [-0.3, 0.4, 0.0], [0.7, -0.2, -0.4], [-0.3, 0.0, -0.1], [-0.5, -0.7, 0.9], [0.3, -0.1, -1.0], [-0.3, 0.3, 0.1]],
  "nbo_charge": [0.1618, -0.0633, -0.7019, -0.6720, -0.7633, 0.0008, -0.5315, 0.3894, 0.1423, 0.1087, 0.2299, 0.3598, 0.2116, 0.4128, 0.2420, 0.4729]
}